Entry 1:
Density functional theory data (ωB97M-V/def2-TZVPD) for 13 unconnected molecules or ions with the total composition C39H78O13.

orbital gap	9.1604	eV
energy above the lowest of the compared OMol25 structures with the same formula, charge and spin	2.358	eV
E_HOMO	-9.037	eV

Cartesian coordinates (Å):
1 C -0.83511 -8.39634 -21.34005
2 C -0.86401 -6.85985 -21.38239
3 O -1.84594 -6.29644 -21.03016
4 C 0.31941 -6.04181 -21.86128
5 H -1.76051 -8.79969 -21.73497
6 H -0.81510 -8.61620 -20.25723
7 H 0.07354 -8.86060 -21.71486
8 H 0.29930 -5.12563 -21.27086
9 H 0.15956 -5.85866 -22.92336
10 H 1.29575 -6.47160 -21.68307
11 C 6.59690 -16.70701 -20.84400
12 C 5.59541 -15.57183 -21.01065
13 O 4.45022 -15.78664 -21.26914
14 C 6.10482 -14.21647 -20.89052
15 H 6.81837 -17.21372 -21.77291
16 H 6.09130 -17.42676 -20.18652
17 H 7.49726 -16.38730 -20.32289
18 H 5.34433 -13.44872 -20.96496
19 H 6.68198 -14.09928 -21.84152
20 H 6.83016 -14.08093 -20.10154
21 C 4.73665 -12.22786 -13.70856
22 C 5.65358 -12.24956 -12.57052
23 O 6.83967 -12.24240 -12.71256
24 C 5.01302 -12.37777 -11.24578
25 H 3.93208 -12.93752 -13.51780
26 H 5.28690 -12.49881 -14.59756
27 H 4.36450 -11.21215 -13.82894
28 H 4.78563 -13.44248 -11.13530
29 H 4.09482 -11.79665 -11.18980
30 H 5.67359 -12.04563 -10.45080
31 C 6.68504 -7.35410 -15.70768
32 C 5.76755 -8.38496 -15.00562
33 O 5.28530 -9.46013 -15.59498
34 C 5.59603 -8.17462 -13.51414
35 H 6.32685 -6.31762 -15.51822
36 H 6.67103 -7.44809 -16.79401
37 H 7.70810 -7.40832 -15.33835
38 H 4.53371 -8.03539 -13.26257
39 H 6.15417 -7.32977 -13.11112
40 H 5.89033 -9.06725 -12.94955
41 C 5.07350 -4.67761 -19.37586
42 C 3.64627 -5.13838 -19.55090
43 O 2.97908 -4.74828 -20.45115
44 C 3.08551 -6.10396 -18.49200
45 H 5.22618 -3.65813 -19.70966
46 H 5.74101 -5.35443 -19.92876
47 H 5.36970 -4.78076 -18.33253
48 H 2.08806 -6.42436 -18.80478
49 H 2.97613 -5.57729 -17.54063
50 H 3.72628 -6.97822 -18.35614
51 C 5.96982 -15.12742 -15.65782
52 C 6.82575 -15.51139 -16.80781
53 O 6.48873 -15.26600 -17.96016
54 C 7.98974 -16.42411 -16.53427
55 H 5.41319 -16.00668 -15.33812
56 H 5.34714 -14.28165 -15.94022
57 H 6.56791 -14.79207 -14.79858
58 H 8.29980 -16.85881 -17.47216
59 H 7.72366 -17.18498 -15.80624
60 H 8.79973 -15.81223 -16.11443
61 C 8.40068 -12.50703 -16.15339
62 C 9.39002 -11.52491 -15.52633
63 O 10.52902 -11.67125 -15.60914
64 C 8.80048 -10.36764 -14.74202
65 H 7.95235 -13.09425 -15.33705
66 H 8.89907 -13.19179 -16.83071
67 H 7.61408 -11.96890 -16.68517
68 H 8.06281 -10.72344 -14.02080
69 H 8.27400 -9.74411 -15.48098
70 H 9.58456 -9.79897 -14.25850
71 C 3.35861 -11.76449 -26.21394
72 C 4.20962 -12.05784 -25.00108
73 O 5.21843 -12.71644 -25.06459
74 C 3.79761 -11.39045 -23.74811
75 H 3.81279 -12.21820 -27.09226
76 H 3.35318 -10.68258 -26.38584
77 H 2.33717 -12.09671 -26.03949
78 H 4.55058 -11.58440 -22.97536
79 H 2.90517 -11.83741 -23.29787
80 H 3.78327 -10.31847 -23.88959
81 C 8.81430 -9.01496 -20.05230
82 C 8.08052 -10.25655 -19.77774
83 O 8.00790 -10.64270 -18.68854
84 C 7.61107 -11.00339 -20.95442
85 H 9.57214 -8.83618 -19.30525
86 H 8.11243 -8.16429 -20.05743
87 H 9.24670 -9.03084 -21.05531
88 H 8.24090 -10.81961 -21.82770
89 H 6.64725 -10.55912 -21.25407
90 H 7.42546 -12.05499 -20.84363
91 C 0.97820 -15.08428 -17.09622
92 C 2.24192 -14.33052 -17.43960
93 O 2.45121 -13.15332 -17.02365
94 C 3.23898 -15.05833 -18.32872
95 H 0.31069 -14.44325 -16.52536
96 H 1.22814 -15.92692 -16.43935
97 H 0.45495 -15.44295 -17.98293
98 H 4.10531 -14.41882 -18.52327
99 H 2.76796 -15.20312 -19.31956
100 H 3.61535 -16.01123 -17.97179
101 C 5.01813 -11.42413 -18.21861
102 C 4.08850 -11.11604 -19.36976
103 O 4.49780 -11.22505 -20.54819
104 C 2.65143 -10.66885 -19.04220
105 H 5.61528 -10.53289 -18.00527
106 H 5.71057 -12.23460 -18.47753
107 H 4.56799 -11.76189 -17.28978
108 H 2.55808 -9.59222 -19.16870
109 H 2.52720 -10.86186 -17.96310
110 H 1.91336 -11.28483 -19.53281
111 C 4.30073 -8.24199 -22.21131
112 C 4.07416 -7.67611 -23.58547
113 O 4.54311 -8.19809 -24.49321
114 C 3.23042 -6.39467 -23.77534
115 H 4.51006 -7.40209 -21.53593
116 H 5.16897 -8.89036 -22.22407
117 H 3.42002 -8.77073 -21.84845
118 H 2.18604 -6.67288 -23.81274
119 H 3.55084 -6.02939 -24.74009
120 H 3.46939 -5.74685 -22.93571
121 C -4.44320 -10.70035 -17.34095
122 C -3.54816 -10.95631 -18.55799
123 O -3.87136 -11.69759 -19.41221
124 C -2.17444 -10.40200 -18.50885
125 H -5.48373 -10.69866 -17.65871
126 H -4.19800 -9.75045 -16.85859
127 H -4.32759 -11.50498 -16.61730
128 H -1.77146 -10.57227 -17.51540
129 H -2.20873 -9.34087 -18.77251
130 H -1.57155 -10.87414 -19.28056

---

Entry 2:
Density functional theory data (ωB97M-V/def2-TZVPD) for a molecular structure, C39H82As2F21N5O23S3Zr.

net charge	+3
multiplicity	2
orbital gap (alpha / beta)	6.7818 / 3.8225	eV
E_HOMO (alpha / beta)	-14.149 / -14.148	eV

Cartesian coordinates (Å):
1 Zr -1.48534 4.05720 2.96997
2 C 1.35068 1.03833 1.26498
3 C 1.33002 -0.30328 0.58994
4 C -0.08456 -1.09678 0.60352
5 O -0.10677 -2.32219 0.39419
6 C -1.33757 -0.35376 0.80734
7 C -1.20878 0.89733 1.38108
8 C 0.15666 1.54710 1.61022
9 O 0.22691 2.73152 2.17081
10 O -2.29346 1.56904 1.61537
11 O 2.30537 -0.84391 0.06530
12 H 2.27479 1.58056 1.40068
13 H -2.31317 -0.75708 0.57941
14 C -6.15883 0.65572 -3.37572
15 O -5.41474 -0.44862 -2.90922
16 C -5.96181 -1.67362 -3.45694
17 C -5.17463 -2.85763 -3.04115
18 N -4.92986 -2.83305 -1.50340
19 H -4.28419 -3.59463 -1.35109
20 H -4.57213 -1.91437 -1.28392
21 C -6.23274 -3.02897 -0.68878
22 C -6.04742 -2.79362 0.88748
23 O -5.14669 -1.73055 0.98125
24 C -5.65947 -0.36831 1.07167
25 H -7.22470 0.64936 -3.14773
26 H -6.11292 0.81715 -4.45272
27 H -5.65965 1.58433 -3.09890
28 H -5.84108 -1.74791 -4.53768
29 H -7.01595 -1.79652 -3.20835
30 H -4.15005 -2.69103 -3.37367
31 H -5.53604 -3.83257 -3.36823
32 H -6.68016 -3.98996 -0.94257
33 H -6.85762 -2.23255 -1.09296
34 H -5.44261 -3.49427 1.46316
35 H -6.85157 -2.92306 1.61183
36 H -4.77006 0.22605 1.28094
37 H -6.38163 -0.33319 1.88738
38 H -6.20132 -0.15224 0.15090
39 C -0.47922 -3.15837 5.85541
40 O -1.01966 -3.57104 4.60932
41 C -1.72847 -2.56804 3.86804
42 C -2.60825 -3.26025 2.81266
43 N -1.79368 -3.97340 1.71090
44 H -2.44015 -3.99841 0.93530
45 H -1.02320 -3.45912 1.30844
46 C -1.27950 -5.40768 1.95771
47 C -2.45256 -6.26792 2.55585
48 O -3.62649 -5.94165 1.84984
49 C -4.78259 -6.68787 2.35284
50 H -1.33069 -2.78622 6.42516
51 H 0.23025 -2.33157 5.82152
52 H 0.08267 -3.85021 6.48289
53 H -0.93001 -1.96778 3.43188
54 H -2.28993 -1.93234 4.55271
55 H -3.26289 -2.61871 2.22278
56 H -3.21863 -4.05287 3.24543
57 H -0.40259 -5.31667 2.59867
58 H -0.93698 -5.74011 0.97777
59 H -2.52414 -6.15030 3.63713
60 H -2.11370 -7.27920 2.33092
61 H -5.57402 -6.42459 1.65111
62 H -5.00557 -6.41422 3.38410
63 H -4.57438 -7.75062 2.22912
64 C 3.84671 7.56036 -6.40418
65 O 4.17775 6.23817 -6.06479
66 C 4.23722 5.20857 -7.06676
67 C 4.65060 3.84335 -6.62072
68 N 3.93646 3.32397 -5.32663
69 H 4.52826 2.55771 -5.03900
70 H 3.93072 4.09615 -4.67562
71 C 2.50812 2.66645 -5.53091
72 C 2.06693 1.94487 -4.28064
73 O 2.44195 2.59328 -3.00519
74 C 2.20095 1.77631 -1.86137
75 H 2.78207 7.49211 -6.62773
76 H 4.49674 7.93078 -7.19688
77 H 4.04629 8.08464 -5.46963
78 H 4.81210 5.57745 -7.91619
79 H 3.26064 5.00875 -7.50774
80 H 5.71887 3.80116 -6.40834
81 H 4.49810 3.09079 -7.39434
82 H 2.46771 2.10284 -6.46302
83 H 1.85254 3.53718 -5.54260
84 H 2.56044 0.97299 -4.27907
85 H 0.98884 1.78630 -4.25475
86 H 2.76070 0.84427 -1.78340
87 H 1.14049 1.52548 -1.83679
88 H 2.53192 2.48593 -1.10308
89 C 4.26050 -3.05329 -2.53501
90 O 2.92897 -3.60579 -2.72183
91 C 2.51382 -4.55563 -1.76163
92 C 0.95963 -4.85963 -1.92057
93 N 0.06821 -3.66772 -2.09337
94 H -0.89578 -3.85719 -1.85901
95 H 0.11024 -2.89838 -1.44033
96 C 0.15790 -3.17113 -3.52902
97 C -0.92038 -2.10397 -3.79003
98 O -1.18589 -1.31604 -2.56383
99 C -2.21025 -0.35269 -2.61395
100 H 4.09107 -2.34529 -1.72376
101 H 4.63706 -2.55881 -3.43044
102 H 5.10352 -3.71702 -2.34297
103 H 2.65864 -4.09073 -0.78643
104 H 3.20551 -5.39759 -1.73386
105 H 0.64441 -5.09700 -0.90450
106 H 0.58936 -5.66315 -2.55724
107 H 0.11753 -4.00292 -4.23231
108 H 1.09321 -2.65720 -3.75079
109 H -1.76386 -2.64715 -4.21619
110 H -0.52747 -1.40811 -4.53131
111 H -1.70952 0.61531 -2.63231
112 H -2.87118 -0.32569 -1.74761
113 H -2.90195 -0.42152 -3.45354
114 C 8.42445 -2.73700 -0.51422
115 O 7.04187 -2.27740 -0.32017
116 C 6.46374 -2.61231 0.96766
117 C 5.05239 -2.20729 1.18736
118 N 4.94429 -0.72704 0.85223
119 H 5.43749 -0.58047 -0.01689
120 H 3.96094 -0.55556 0.69820
121 C 5.58450 0.21180 1.84218
122 C 4.67265 0.62652 2.89915
123 O 3.99889 -0.52890 3.51017
124 C 3.02252 -0.06259 4.45036
125 H 8.59473 -2.67038 -1.58878
126 H 8.56739 -3.78691 -0.25856
127 H 9.26439 -2.13775 -0.16278
128 H 7.00493 -2.25230 1.84266
129 H 6.62841 -3.68819 1.02642
130 H 4.45576 -2.35457 2.08760
131 H 4.46474 -2.76988 0.46193
132 H 5.96265 1.06314 1.27620
133 H 6.52706 -0.27119 2.09990
134 H 4.00647 1.33323 2.40433
135 H 5.15953 1.26593 3.63550
136 H 3.31221 0.57335 5.28688
137 H 2.55073 -0.89579 4.97123
138 H 2.28889 0.56852 3.94878
139 As -0.77580 1.39390 5.69812
140 F 0.87973 2.13226 5.58886
141 F -1.33833 2.60255 6.90267
142 F -2.37974 0.48792 5.57629
143 F -0.23295 0.24575 4.39788
144 F -0.27124 0.30673 7.06291
145 F -1.43823 2.41279 4.35026
146 As -5.42421 3.21834 2.91551
147 F -5.66427 4.70738 1.96506
148 F -5.31360 2.40435 1.34303
149 F -4.97901 1.74468 3.75486
150 F -5.54411 4.24580 4.47194
151 F -7.15335 2.80944 3.01978
152 F -3.59888 3.65568 2.91420
153 C 1.81747 5.37006 -0.14293
154 F 2.64632 4.59738 0.51554
155 F 2.45082 6.13512 -1.07674
156 F 0.89261 4.63455 -0.83612
157 S 0.72561 6.48486 0.99933
158 O -0.06627 5.51524 1.83283
159 O 1.64702 7.29588 1.68998
160 O -0.05903 7.26292 0.07648
161 C 2.90797 4.62121 4.44666
162 F 3.20265 3.37055 4.87794
163 F 3.92808 5.33524 4.97907
164 F 2.98543 4.64387 3.14146
165 S 1.19367 5.27528 4.92871
166 O 0.12955 4.53918 4.23781
167 O 0.98126 5.09474 6.41069
168 O 1.25109 6.63635 4.45547
169 C -2.47396 3.12755 -1.52018
170 F -3.43635 2.27589 -1.09221
171 F -1.31288 2.48588 -1.28132
172 F -2.63865 3.56222 -2.81101
173 S -2.72154 4.62368 -0.35859
174 O -2.07676 4.30706 0.93334
175 O -2.01336 5.77712 -0.97255
176 O -4.13728 4.91132 -0.21303

---

Entry 3:
Density functional theory data (ωB97M-V/def2-TZVPD) for 7 unconnected molecules or ions with the total composition C39H82BrF9NO7P2S2.

net charge	+1
orbital gap	5.7106	eV
E_HOMO	-10.579	eV

Cartesian coordinates (Å):
1 C -4.35613 3.86544 1.33608
2 C -4.62226 2.66331 0.25566
3 P -6.36056 2.01767 0.61066
4 C -7.47420 1.97953 -0.90759
5 C -8.94246 1.37517 -0.61237
6 C -6.37469 0.41074 1.59509
7 C -6.72079 0.55042 3.12334
8 C -6.77797 -0.66976 4.08752
9 C -6.50740 -2.07098 3.41726
10 S -6.57542 -3.54351 4.52849
11 C -6.17063 -2.12446 1.88574
12 P -5.86206 -3.89336 1.16936
13 O -4.52568 -4.54714 2.02833
14 Br -7.63242 -5.24074 1.57869
15 N -6.09333 -0.92537 1.05198
16 C -5.71633 -1.11158 -0.37701
17 C -4.15699 -1.56173 -0.57719
18 C -3.38839 -0.68906 -1.69772
19 C -2.24261 0.16200 -0.95678
20 C -0.78446 -0.56287 -0.98957
21 F -1.09130 -1.96838 -1.07987
22 F -0.14557 -0.06214 -2.15922
23 C -0.06785 -0.16560 0.38376
24 F -0.27271 1.26001 0.54766
25 F -0.67036 -0.76519 1.52536
26 S 1.77717 -0.47780 0.46850
27 F 1.52067 -1.66897 1.63953
28 F 1.77289 -1.66221 -0.69990
29 F 2.15700 0.74339 -0.59507
30 F 1.83917 0.64346 1.72463
31 F 3.43423 -0.77635 0.66132
32 H -3.63826 4.65758 0.94608
33 H -5.40239 4.32697 1.51384
34 H -4.05486 3.41143 2.34529
35 H -4.52492 3.14770 -0.78351
36 H -3.78300 1.89830 0.44159
37 H -7.00121 1.48851 -1.84457
38 H -7.64140 3.08243 -1.21834
39 H -9.49428 2.16409 0.02129
40 H -9.44422 1.18053 -1.61713
41 H -8.78852 0.40711 -0.01968
42 H -6.90489 1.59293 3.54559
43 H -6.99878 -0.54849 5.20740
44 H -5.22889 -3.90204 4.66583
45 H -3.92079 -3.76874 2.15669
46 H -5.85801 -0.19667 -1.03830
47 H -6.41133 -1.92708 -0.81091
48 H -3.60493 -1.64212 0.41709
49 H -4.22084 -2.63477 -1.00286
50 H -2.99343 -1.34147 -2.56450
51 H -4.07967 0.08464 -2.21134
52 H -2.21630 1.20378 -1.43798
53 H -2.52395 0.21494 0.15905
54 C -0.68730 -8.34604 0.88258
55 C -1.77834 -7.45436 1.45037
56 O -1.31905 -6.57178 2.46687
57 C -0.30504 -5.65035 2.09021
58 C -0.72236 -4.71618 0.96782
59 H -0.22494 -8.93813 1.67864
60 H -1.10180 -9.02583 0.13385
61 H 0.10477 -7.76720 0.40476
62 H -2.54462 -8.08431 1.90876
63 H -2.27803 -6.88987 0.65640
64 H 0.61590 -6.18506 1.83585
65 H -0.07904 -5.05533 2.97992
66 H -0.95375 -5.25800 0.04879
67 H 0.07890 -4.00676 0.74634
68 H -1.61854 -4.15491 1.25104
69 C 7.65820 1.79920 -0.88432
70 C 7.92033 1.98459 0.60106
71 O 7.09039 2.96727 1.20582
72 C 5.69035 2.73230 1.14706
73 C 5.26151 1.44147 1.82388
74 H 7.79072 2.74613 -1.41708
75 H 8.34669 1.06011 -1.30327
76 H 6.64083 1.45506 -1.07916
77 H 8.95077 2.32188 0.73683
78 H 7.83406 1.03431 1.13740
79 H 5.34449 2.76668 0.10818
80 H 5.21096 3.57144 1.65979
81 H 5.70455 0.56400 1.34911
82 H 4.17646 1.33173 1.78348
83 H 5.57356 1.43934 2.87209
84 C 3.49997 -7.18676 -1.38922
85 C 2.82078 -8.50757 -1.06694
86 O 1.83526 -8.88567 -2.01867
87 C 2.28556 -9.06642 -3.35537
88 C 3.34855 -10.14212 -3.49705
89 H 2.75892 -6.38438 -1.46520
90 H 4.21998 -6.92830 -0.60818
91 H 4.03721 -7.22532 -2.33822
92 H 2.30643 -8.41286 -0.10727
93 H 3.55612 -9.30880 -0.94460
94 H 2.63145 -8.11327 -3.76915
95 H 1.40926 -9.35623 -3.94222
96 H 4.25287 -9.90072 -2.93518
97 H 3.62811 -10.26373 -4.54622
98 H 2.97577 -11.09893 -3.12113
99 C 11.97269 1.37075 -3.48552
100 C 12.05999 0.14529 -4.38008
101 O 12.04989 -1.08252 -3.66394
102 C 10.90075 -1.33889 -2.86881
103 C 9.60840 -1.38092 -3.66620
104 H 12.79703 1.37785 -2.76559
105 H 12.02083 2.28380 -4.08481
106 H 11.04187 1.39459 -2.91591
107 H 13.00445 0.17703 -4.92865
108 H 11.26580 0.15063 -5.13335
109 H 10.83689 -0.61147 -2.05233
110 H 11.05827 -2.31424 -2.39962
111 H 9.39632 -0.42669 -4.15252
112 H 8.76588 -1.61857 -3.01189
113 H 9.66789 -2.14110 -4.45005
114 C 1.97952 7.38692 2.78545
115 C 1.29931 6.06413 3.09605
116 O 0.31675 5.69142 2.13755
117 C 0.77208 5.51990 0.80210
118 C 1.83653 4.44597 0.65721
119 H 1.23898 8.18953 2.71216
120 H 2.69630 7.64000 3.57093
121 H 2.52062 7.35487 1.83829
122 H 0.78103 6.15172 4.05409
123 H 2.03455 5.26216 3.21567
124 H 1.11883 6.47584 0.39605
125 H -0.10201 5.23333 0.20948
126 H 2.73847 4.68443 1.22401
127 H 2.11980 4.33166 -0.39209
128 H 1.46407 3.48516 1.02446
129 C -5.12451 8.91498 0.55186
130 C -5.61150 7.80796 -0.36794
131 O -6.49292 6.88887 0.26602
132 C -7.69829 7.43029 0.79278
133 C -8.57293 8.09639 -0.25530
134 H -4.62007 8.49142 1.42605
135 H -4.42493 9.56824 0.02402
136 H -5.94645 9.53275 0.91711
137 H -4.74914 7.22808 -0.70706
138 H -6.07836 8.22071 -1.26757
139 H -7.47524 8.11787 1.61504
140 H -8.24915 6.59355 1.23256
141 H -8.07443 8.94668 -0.72422
142 H -9.49890 8.45855 0.19745
143 H -8.82544 7.38723 -1.04873